DFT (ωB97M-V/def2-TZVPD) results for a molecular structure, C16H21N6O4PPdS in a non-equilibrium geometry.

ORCA input file:
```
! wB97M-V def2-TZVPD RIJCOSX def2/J DEFGRID3
* xyz 2 1
Pd 0.32 -0.96 -0.91
O -3.53 -0.66 -1.92
S -2.22 -0.79 -1.43
O -1.68 -2.10 -1.11
O -1.15 -0.01 -2.18
O -2.16 0.00 0.01
N 2.04 -3.80 -0.15
C 2.08 -2.82 0.81
C 2.67 -3.16 2.04
C 2.77 -2.22 3.03
C 2.28 -0.93 2.80
C 1.71 -0.67 1.59
N 1.59 -1.60 0.59
C 1.57 -3.80 -1.45
C 1.67 -4.99 -2.18
C 1.19 -5.02 -3.46
C 0.63 -3.87 -4.02
C 0.59 -2.74 -3.25
N 1.05 -2.71 -1.99
H 2.45 -4.67 0.14
H 3.05 -4.16 2.19
H 3.24 -2.47 3.97
H 2.36 -0.15 3.54
H 1.34 0.31 1.34
H 2.11 -5.86 -1.73
H 1.24 -5.94 -4.04
H 0.25 -3.86 -5.03
H 0.19 -1.81 -3.64
C -1.22 4.69 -0.14
N -0.08 4.16 0.71
C -0.59 3.95 2.12
N -1.70 3.05 2.10
C -2.79 3.57 1.27
N -2.29 3.75 -0.10
C -2.10 2.51 -0.81
P -0.98 1.21 0.07
C 0.68 3.28 0.20
C -1.43 1.64 1.86
H -0.86 4.86 -1.15
H -1.55 5.63 0.29
H -0.92 4.91 2.50
H 0.22 3.57 2.74
H -3.12 4.53 1.66
H -3.62 2.87 1.27
H -1.70 2.70 -1.80
H -3.05 1.97 -0.91
H 0.93 3.38 -0.86
H 1.47 2.86 0.83
H -0.64 1.30 2.53
H -2.32 1.05 2.06
*
```

## Properties
Frontier orbital gap (spin up / spin down): 6.08 / 5.98 eV
E_tot: -2118.62558 Ha

Mulliken population analysis, charges in e, atoms 1 to 5: Pd 0.072; O -0.563; S 1.257; O -0.470; O -0.668

DFT (ωB97M-V/def2-TZVPD) results for a molecular structure, C41H48N4O6P2ReSTe.

ORCA input file:
```
! wB97M-V def2-TZVPD RIJCOSX def2/J DEFGRID3
* xyz 2 4
Re 0.28 0.81 0.04
N -0.11 0.87 2.22
C -1.39 0.21 2.55
C -1.32 -0.67 3.78
C -0.29 -1.81 3.63
C -0.78 -3.13 4.19
N -1.90 -3.59 3.36
C -2.80 -4.49 3.70
N -3.83 -4.73 2.88
N -2.67 -5.19 4.83
C -1.90 -0.55 1.32
O -2.65 -1.49 1.40
O -1.49 -0.04 0.18
H 0.71 0.29 2.50
H 0.01 1.75 2.71
H -2.13 1.01 2.70
H -2.33 -1.08 3.93
H -1.09 -0.07 4.66
H 0.65 -1.54 4.12
H -0.05 -1.98 2.58
H -1.11 -3.01 5.23
H 0.02 -3.87 4.16
H -2.07 -3.06 2.51
H -3.97 -4.15 2.07
H -4.53 -5.41 3.11
H -1.88 -5.06 5.43
H -3.34 -5.89 5.09
O 3.67 -1.05 0.28
S 2.55 -0.40 0.85
O 2.51 -0.20 2.28
O 1.19 -1.03 0.41
O 2.27 1.01 0.15
C -2.21 2.58 -2.44
C -2.34 2.88 -0.94
P -0.73 3.07 -0.11
C 0.20 4.31 -1.01
C -0.45 5.42 -1.56
C 0.27 6.40 -2.21
C 1.66 6.29 -2.30
C 2.31 5.20 -1.75
C 1.59 4.21 -1.10
C -1.01 3.79 1.53
C -2.29 4.01 2.04
C -2.44 4.58 3.30
C -1.33 4.92 4.04
C -0.05 4.69 3.54
C 0.11 4.13 2.29
C -1.68 1.18 -2.81
P 0.06 0.80 -2.42
C 1.16 1.86 -3.38
C 2.53 1.81 -3.13
C 3.41 2.52 -3.92
C 2.92 3.31 -4.96
C 1.56 3.38 -5.20
C 0.67 2.65 -4.42
C 0.37 -0.87 -3.03
C 1.59 -1.47 -2.73
C 1.89 -2.72 -3.25
C 0.96 -3.38 -4.05
C -0.26 -2.80 -4.33
C -0.56 -1.54 -3.83
H -1.61 3.35 -2.91
H -3.21 2.65 -2.87
H -2.87 2.07 -0.44
H -2.91 3.80 -0.80
H -1.53 5.53 -1.46
H -0.24 7.25 -2.64
H 2.22 7.06 -2.81
H 3.39 5.12 -1.82
H 2.11 3.36 -0.67
H -3.17 3.74 1.47
H -3.43 4.76 3.68
H -1.45 5.37 5.02
H 0.82 4.96 4.13
H 1.11 3.96 1.90
H -1.81 1.03 -3.88
H -2.25 0.41 -2.29
H 2.92 1.22 -2.30
H 4.47 2.47 -3.73
H 3.61 3.87 -5.58
H 1.18 4.00 -6.01
H -0.38 2.70 -4.64
H 2.32 -0.99 -2.10
H 2.84 -3.18 -3.02
H 1.20 -4.36 -4.46
H -0.98 -3.32 -4.95
H -1.52 -1.11 -4.05
C 0.75 -5.21 -1.07
Te -0.50 -3.60 -0.40
C -2.06 -4.72 -1.33
C -1.37 -5.59 -2.36
C -2.06 -6.13 -3.43
C -1.41 -6.93 -4.36
C -0.05 -7.19 -4.22
C 0.64 -6.64 -3.15
C -0.01 -5.84 -2.22
H 0.90 -5.90 -0.25
H 1.72 -4.83 -1.38
H -2.79 -4.06 -1.78
H -2.58 -5.33 -0.59
H -3.12 -5.93 -3.54
H -1.96 -7.34 -5.20
H 0.46 -7.81 -4.94
H 1.70 -6.84 -3.03
*
```

## Properties
Frontier orbital gap (spin up / spin down): 7.29 / 5.15 eV
E_tot: -3688.50017 Ha

Mulliken population analysis, charges in e, atoms 1 to 5: Re 3.333; N -0.738; C 0.554; C -1.270; C -0.267

DFT (ωB97M-V/def2-TZVPD) results for C2H2FIS in the gas phase in a non-equilibrium geometry.

ORCA input file:
```
! wB97M-V def2-TZVPD RIJCOSX def2/J DEFGRID3
* xyz 0 3
C 0.08 -0.12 -0.07
C 1.38 0.01 0.03
F -0.57 -1.27 -0.04
S -1.22 1.22 -0.17
I -3.31 0.06 -0.08
H 1.84 1.03 0.09
H 1.80 -0.94 0.24
*
```

## Properties
Frontier orbital gap (spin up / spin down): 7.53 / 6.73 eV
E_tot: -873.02969 Ha

Mulliken population analysis, charges in e, atoms 1 to 5: C 0.372; C -0.494; F -0.194; S -0.202; I -0.025

DFT (ωB97M-V/def2-TZVPD) results for 6 unconnected molecules or ions with the total composition C6H25NO5S in a non-equilibrium geometry.

ORCA input file:
```
! wB97M-V def2-TZVPD RIJCOSX def2/J DEFGRID3
* xyz 0 1
C -0.15 1.23 2.04
N 0.45 1.76 0.80
C 1.10 3.05 1.20
C 1.47 0.81 0.32
C 1.80 0.85 -1.18
C 0.63 0.56 -2.10
C 0.18 -0.90 -2.12
S 0.79 -1.94 -3.47
H 0.26 0.26 2.29
H -1.23 1.06 1.91
H -0.11 1.91 2.89
H 1.71 2.91 2.08
H 1.93 3.27 0.52
H 0.29 3.77 1.25
H 1.04 -0.19 0.45
H 2.41 0.72 0.88
H 2.50 0.02 -1.24
H 2.19 1.81 -1.53
H 0.83 0.84 -3.13
H -0.24 1.09 -1.73
H 0.51 -1.42 -1.21
H -0.89 -1.06 -1.99
H -0.15 -1.54 -4.35
O -2.03 2.08 -0.83
H -2.02 2.90 -1.32
H -1.14 1.96 -0.43
O 1.69 -2.60 1.34
H 0.72 -2.51 1.40
H 1.76 -3.35 1.94
O -0.71 -2.60 2.94
H -1.58 -2.95 2.73
H -0.70 -1.80 3.47
O -2.67 -0.49 -1.26
H -2.95 -0.32 -0.36
H -2.37 0.34 -1.66
O -1.80 -3.31 0.20
H -1.10 -3.47 -0.45
H -2.43 -2.75 -0.26
*
```

## Properties
Frontier orbital gap: 9.18 eV
Structure (SMILES): CN(C)CCCCS.O.O.O.O.O
E_tot: -1072.69581 Ha

Mulliken population analysis, charges in e, atoms 1 to 5: C -0.963; N 0.207; C -1.282; C -0.256; C -0.705

DFT (ωB97M-V/def2-TZVPD) results for a molecular structure, C18H41O2P3Re in a non-equilibrium geometry.

ORCA input file:
```
! wB97M-V def2-TZVPD RIJCOSX def2/J DEFGRID3
* xyz 4 4
Re 0.09 0.17 1.83
P 0.37 -1.65 0.47
P 2.40 0.12 2.34
P -1.99 0.56 0.81
H 1.63 2.08 0.65
C 0.58 1.92 0.88
C 0.13 2.25 2.26
H 0.90 2.60 2.95
C 1.01 -1.40 -1.23
C 1.47 -2.99 1.09
C -1.10 -2.73 0.17
C 3.11 1.57 3.22
C 2.92 -1.18 3.52
C 3.58 0.01 0.93
C -2.82 2.17 1.10
C -3.35 -0.54 1.34
C -2.06 0.56 -1.03
H -0.08 2.23 0.06
H -0.83 2.76 2.37
H 1.10 -2.39 -1.71
H 1.99 -0.92 -1.21
H 0.33 -0.79 -1.83
H 1.41 -3.82 0.38
H 1.14 -3.34 2.07
H 2.52 -2.68 1.16
H -0.75 -3.63 -0.36
H -1.86 -2.25 -0.45
H -1.55 -3.04 1.11
H 4.18 1.39 3.37
H 2.62 1.68 4.20
H 2.97 2.50 2.64
H 4.02 -1.24 3.48
H 2.49 -2.16 3.29
H 2.61 -0.88 4.52
H 4.59 0.21 1.33
H 3.34 0.77 0.17
H 3.58 -0.98 0.46
H -3.77 2.16 0.54
H -2.21 3.02 0.76
H -3.04 2.29 2.17
H -4.24 -0.25 0.77
H -3.53 -0.37 2.41
H -3.12 -1.59 1.18
H -3.05 0.95 -1.32
H -1.94 -0.44 -1.47
H -1.30 1.22 -1.45
C -0.95 0.21 -5.43
C -0.32 0.51 -6.66
C -0.15 1.85 -7.00
C -0.63 2.87 -6.16
C -1.33 2.54 -4.99
C -1.53 1.21 -4.65
O -0.95 -1.05 -4.90
H -0.51 -1.66 -5.53
H 0.04 -0.31 -7.28
H 0.37 2.11 -7.93
H -0.46 3.91 -6.43
H -1.73 3.32 -4.34
H -2.09 0.90 -3.76
C -0.72 -2.12 4.17
O -0.43 -0.78 3.72
H -1.39 -2.62 3.46
H -1.20 -2.03 5.15
H 0.22 -2.68 4.26
H -0.75 -0.15 4.39
*
```

## Properties
Frontier orbital gap (spin up / spin down): 5.35 / 5.26 eV
E_tot: -1961.61644 Ha

Mulliken population analysis, charges in e, atoms 1 to 5: Re 1.148; P 0.675; P 0.671; P 0.598; H 0.488

DFT (ωB97M-V/def2-TZVPD) results for C3HNO in the gas phase in a non-equilibrium geometry.

ORCA input file:
```
! wB97M-V def2-TZVPD RIJCOSX def2/J DEFGRID3
* xyz 0 3
C 0.63 -0.14 -0.01
C -0.04 1.09 0.00
C -0.30 -1.05 0.00
N -0.72 2.02 0.00
O -1.26 -1.68 0.00
H 1.70 -0.24 0.00
*
```

## Properties
Frontier orbital gap (spin up / spin down): 7.13 / 9.30 eV
E_tot: -244.73289 Ha

Mulliken population analysis, charges in e, atoms 1 to 5: C -0.608; C 0.408; C 0.453; N -0.316; O -0.292

Molar mass list, top to bottom, in g mol⁻¹: 530.8 1100.7 204.0 223.3 568.7 67.0